1.
Here is a structure of composition C24H56AsF6NO25P5 in a non-equilibrium geometry from OMol25. Energies are from ωB97M-V/def2-TZVPD.

As for the charge: -1. The total energy is -202031.954 eV. The calculation puts the HOMO energy at -4.5114 eV. The calculation puts the gap between HOMO and LUMO at 5.36 eV.

Cartesian coordinates (Å):
As1 -0.299 -0.552 -0.054
F1 -1.224 -1.918 -0.779
F2 -1.754 0.406 0.293
F3 0.748 0.717 0.544
F4 1.096 -1.680 -0.276
F5 -0.139 0.141 -1.662
F6 -0.431 -1.212 1.606
C1 -2.648 1.669 -4.408
C2 -1.545 1.028 -4.885
C3 -0.888 -0.022 -4.151
O1 0.048 -0.696 -4.563
C4 -1.599 -0.469 -2.974
C5 -2.706 0.097 -2.474
C6 -3.269 1.298 -3.105
O2 -4.148 1.923 -2.503
O3 -3.084 -0.192 -1.192
O4 -0.948 1.372 -6.080
H1 -3.047 2.495 -4.978
H2 -1.007 -1.134 -2.363
H3 -2.458 -0.802 -0.794
H4 -0.002 1.277 -5.947
C7 -0.555 -3.865 2.640
O5 -0.597 -4.251 3.802
N1 0.175 -4.398 1.646
C8 0.234 -3.748 0.343
C9 1.122 -5.515 1.811
H5 -1.255 -3.087 2.298
H6 -0.332 -2.836 0.153
H7 -0.203 -4.477 -0.340
H8 1.241 -3.510 0.002
H9 1.096 -6.293 1.048
H10 2.155 -5.170 1.867
H11 1.044 -6.074 2.743
C10 -4.016 0.712 4.971
O6 -4.503 -0.344 4.196
P1 -3.462 -1.503 3.764
O7 -3.929 -2.300 2.671
O8 -2.102 -0.678 3.549
C11 -1.787 -0.160 2.242
O9 -3.268 -2.274 5.135
C12 -2.310 -3.279 5.175
H12 -3.013 0.571 5.372
H13 -4.644 0.963 5.826
H14 -3.938 1.578 4.314
H15 -1.974 -0.904 1.468
H16 -0.770 0.221 2.151
H17 -2.539 0.600 2.028
H18 -2.226 -3.743 6.158
H19 -1.338 -2.852 4.926
H20 -2.587 -4.077 4.486
C13 1.269 6.324 -2.269
O10 0.373 5.259 -2.461
P2 -0.442 4.781 -1.149
O11 -1.501 5.774 -0.756
O12 -0.928 3.247 -1.524
C14 -0.073 2.211 -1.818
O13 0.765 4.545 -0.086
C15 0.568 3.651 0.952
H21 0.748 7.273 -2.139
H22 1.887 6.506 -3.148
H23 2.039 6.208 -1.506
H24 -0.071 1.331 -1.175
H25 0.993 2.434 -1.849
H26 -0.342 1.802 -2.792
H27 -0.264 2.959 0.829
H28 0.392 4.185 1.886
H29 1.468 3.040 1.030
C16 3.370 -4.814 -1.544
O14 3.596 -3.471 -1.705
P3 3.269 -2.735 -3.142
O15 3.879 -3.406 -4.331
O16 1.608 -2.789 -3.230
C17 0.819 -2.225 -2.163
O17 3.638 -1.177 -2.935
C18 4.996 -0.927 -2.750
H30 2.720 -5.239 -2.309
H31 2.903 -4.978 -0.572
H32 4.210 -5.508 -1.540
H33 0.004 -1.621 -2.564
H34 1.340 -1.597 -1.441
H35 0.357 -2.998 -1.549
H36 5.589 -1.840 -2.705
H37 4.961 -0.434 -1.778
H38 5.300 -0.156 -3.459
C19 6.448 -1.939 0.009
O18 5.679 -1.097 0.830
P4 4.568 -0.062 0.186
O19 5.174 1.048 -0.613
O20 3.469 -1.079 -0.459
C20 2.742 -2.027 0.286
O21 3.689 0.516 1.416
C21 2.455 1.201 1.138
H39 7.071 -1.512 -0.777
H40 5.784 -2.650 -0.483
H41 7.244 -2.448 0.552
H42 3.322 -2.652 0.965
H43 2.300 -2.731 -0.418
H44 1.899 -1.570 0.804
H45 2.116 1.123 0.105
H46 2.569 2.270 1.318
H47 1.643 0.835 1.765
C22 -1.413 2.025 1.906
O22 -1.519 3.277 1.223
P5 -2.936 3.953 0.794
O23 -2.869 5.139 -0.138
O24 -3.810 2.736 0.070
C23 -3.317 2.102 -1.070
O25 -3.652 4.202 2.237
C24 -4.950 4.745 2.149
H48 -0.340 1.893 2.043
H49 -1.886 1.342 1.201
H50 -1.891 2.097 2.883
H51 -3.876 1.177 -1.211
H52 -2.238 1.954 -1.030
H53 -3.509 2.643 -1.997
H54 -4.801 5.684 1.616
H55 -5.360 4.964 3.135
H56 -5.660 4.169 1.556

---

2.
Here is a structure of composition C37H70Br2F3N2O8 in a non-equilibrium geometry from OMol25. Energies are from ωB97M-V/def2-TZVPD.

As for the charge: +1. The total energy is -207087.689 eV. The calculation puts the HOMO energy at -11.2544 eV. The calculation puts the gap between HOMO and LUMO at 8.57 eV.

Cartesian coordinates (Å):
C1 3.409 0.487 -5.066
C2 2.882 1.461 -3.872
C3 1.282 1.523 -3.818
C4 0.839 1.859 -2.299
C5 -0.583 1.213 -1.902
C6 -0.536 0.122 -0.735
O1 0.717 -0.504 -0.515
C7 1.210 -1.315 -1.590
C8 1.182 -2.914 -1.293
C9 1.328 -3.622 -2.748
C10 -1.795 -0.859 -0.933
C11 -1.961 -1.574 -2.343
C12 -3.222 -2.604 -2.277
C13 -4.624 -1.885 -2.032
O2 -5.503 -2.908 -1.445
C14 -6.488 -2.309 -0.576
O3 -1.841 -1.945 0.051
C15 -2.220 -1.301 1.277
C16 -2.554 -2.328 2.482
C17 -4.124 -2.673 2.296
O4 -5.014 -1.953 2.826
C18 -1.139 -0.163 1.717
C19 0.080 -0.691 2.591
C20 0.736 -2.095 2.206
O5 2.100 -1.806 1.736
C21 1.015 -3.053 3.493
N1 -0.173 -3.291 4.343
N2 -0.827 0.808 0.609
C22 0.129 1.901 0.950
C23 -0.111 2.632 2.356
C24 -1.177 3.821 2.307
F1 -1.037 4.702 1.206
Br1 -0.782 4.937 3.939
C25 -2.710 3.353 2.441
F2 -2.937 2.395 3.456
F3 -3.295 2.980 1.181
Br2 -3.781 4.963 3.004
H1 3.495 -0.551 -4.610
H2 2.665 0.556 -5.923
H3 4.430 0.913 -5.368
H4 3.243 2.544 -4.021
H5 3.337 1.124 -2.873
H6 0.936 2.421 -4.448
H7 0.755 0.596 -4.219
H8 1.683 1.594 -1.571
H9 0.751 3.008 -2.247
H10 -1.214 2.093 -1.496
H11 -1.075 0.903 -2.870
H12 2.328 -1.067 -1.732
H13 0.728 -1.072 -2.607
H14 0.253 -3.241 -0.730
H15 2.158 -3.135 -0.738
H16 1.425 -2.839 -3.587
H17 2.297 -4.240 -2.814
H18 0.433 -4.284 -3.010
H19 -2.717 -0.164 -0.842
H20 -2.215 -0.867 -3.214
H21 -1.086 -2.206 -2.692
H22 -3.020 -3.493 -1.588
H23 -3.272 -3.054 -3.338
H24 -4.606 -1.007 -1.309
H25 -5.127 -1.611 -3.033
H26 -6.901 -3.166 0.077
H27 -6.081 -1.532 0.150
H28 -7.387 -1.945 -1.189
H29 -3.211 -0.713 1.159
H30 -2.396 -1.854 3.504
H31 -2.005 -3.313 2.336
H32 -4.504 -3.539 1.649
H33 -1.773 0.462 2.459
H34 0.948 0.041 2.729
H35 -0.338 -0.828 3.660
H36 0.150 -2.732 1.474
H37 2.644 -1.507 2.495
H38 1.809 -2.534 4.158
H39 1.480 -4.052 3.190
H40 -0.269 -4.266 4.651
H41 -0.192 -2.710 5.195
H42 -1.738 1.289 0.422
H43 0.146 2.771 0.194
H44 1.220 1.532 0.975
H45 -0.344 1.953 3.233
H46 0.894 3.133 2.617
C26 0.724 0.785 8.465
C27 0.623 -0.400 9.400
C28 0.097 -1.484 8.481
O6 0.599 -1.193 7.167
C29 1.158 0.128 7.169
H47 1.418 1.555 8.805
H48 -0.262 1.244 8.340
H49 1.619 -0.670 9.765
H50 -0.021 -0.225 10.264
H51 -0.997 -1.469 8.433
H52 0.418 -2.483 8.783
H53 2.247 0.031 7.119
H54 0.815 0.674 6.286
C30 -2.207 4.752 -5.620
C31 -2.824 3.669 -6.478
C32 -2.249 2.410 -5.858
O7 -2.045 2.690 -4.464
C33 -2.194 4.101 -4.251
H55 -2.758 5.693 -5.637
H56 -1.182 4.949 -5.950
H57 -3.912 3.679 -6.362
H58 -2.593 3.764 -7.539
H59 -1.277 2.159 -6.295
H60 -2.912 1.549 -5.966
H61 -3.141 4.262 -3.725
H62 -1.379 4.465 -3.620
C34 6.766 -0.527 -0.893
C35 6.748 0.868 -1.478
C36 6.777 0.586 -2.967
O8 6.109 -0.669 -3.165
C37 5.923 -1.297 -1.890
H63 6.379 -0.582 0.126
H64 7.790 -0.915 -0.891
H65 5.812 1.370 -1.210
H66 7.577 1.495 -1.147
H67 7.803 0.480 -3.332
H68 6.278 1.363 -3.551
H69 4.857 -1.236 -1.638
H70 6.205 -2.350 -1.954

---

3.
Here is a cluster of 8 separate species, C36H85N3O8 in total in a non-equilibrium geometry from OMol25. Energies are from ωB97M-V/def2-TZVPD.

The total energy is -59555.376 eV. The calculation puts the HOMO energy at -8.2478 eV. The calculation puts the gap between HOMO and LUMO at 8.65 eV. The SMILES is CC1(C)CCCC(C)(C)N1O.CC1(C)CCCC(C)(C)N1O.CC1(C)CCCC(C)(C)N1O.CC(C)O.CC(C)O.CO.CO.CO.

Cartesian coordinates (Å):
C1 4.371 1.154 0.119
C2 4.330 -0.188 -0.715
C3 4.803 -1.338 0.101
C4 2.876 -0.472 -1.118
C5 2.460 0.340 -2.296
C6 3.389 0.200 -3.523
C7 4.813 0.618 -3.183
C8 5.795 0.137 -4.316
C9 5.004 2.151 -2.960
N1 5.140 -0.262 -1.995
O1 6.511 -0.102 -1.604
H1 5.337 1.618 0.214
H2 3.686 1.958 -0.236
H3 4.159 0.864 1.121
H4 4.711 -2.222 -0.520
H5 5.817 -1.220 0.468
H6 4.262 -1.341 1.083
H7 2.840 -1.561 -1.276
H8 2.238 -0.218 -0.311
H9 1.458 0.096 -2.679
H10 2.366 1.396 -1.958
H11 2.945 0.740 -4.346
H12 3.401 -0.802 -3.886
H13 6.804 0.487 -4.167
H14 5.576 0.603 -5.259
H15 5.840 -0.971 -4.422
H16 5.961 2.357 -2.558
H17 4.216 2.522 -2.312
H18 4.888 2.694 -3.891
H19 6.754 -1.001 -1.250
C10 3.287 -0.030 6.529
C11 3.579 -0.278 5.001
C12 4.211 0.985 4.359
C13 4.539 -1.406 4.736
C14 3.942 -2.780 4.919
C15 2.766 -2.957 3.938
C16 1.753 -1.875 4.230
C17 0.708 -1.912 3.078
C18 0.950 -2.128 5.488
N2 2.406 -0.535 4.133
O2 1.359 0.357 4.461
H20 3.326 -1.000 6.996
H21 4.073 0.644 6.889
H22 2.323 0.437 6.601
H23 4.295 0.852 3.276
H24 3.540 1.794 4.539
H25 5.202 1.162 4.791
H26 4.910 -1.352 3.708
H27 5.407 -1.393 5.395
H28 4.739 -3.529 4.777
H29 3.665 -2.938 5.957
H30 2.246 -3.902 4.089
H31 3.189 -2.890 2.919
H32 1.118 -1.724 2.097
H33 -0.026 -1.099 3.263
H34 0.182 -2.846 3.099
H35 0.875 -3.211 5.676
H36 0.007 -1.562 5.443
H37 1.522 -1.731 6.306
H38 1.151 0.878 3.692
C19 -4.609 1.272 -2.045
C20 -5.707 0.364 -1.549
C21 -6.832 1.281 -0.971
C22 -6.233 -0.423 -2.667
C23 -7.183 -1.489 -2.203
C24 -6.415 -2.341 -1.195
C25 -5.911 -1.671 0.036
C26 -7.146 -1.286 0.971
C27 -4.974 -2.610 0.788
N3 -5.078 -0.449 -0.420
O3 -4.710 0.339 0.677
H39 -4.253 1.837 -1.161
H40 -3.755 0.699 -2.453
H41 -4.996 1.955 -2.801
H42 -6.495 2.094 -0.301
H43 -7.328 1.675 -1.913
H44 -7.621 0.802 -0.437
H45 -6.794 0.230 -3.392
H46 -5.408 -0.857 -3.191
H47 -8.022 -1.003 -1.644
H48 -7.516 -2.196 -2.940
H49 -5.509 -2.725 -1.741
H50 -6.975 -3.233 -0.940
H51 -7.943 -0.930 0.279
H52 -6.816 -0.633 1.752
H53 -7.491 -2.173 1.450
H54 -4.032 -2.794 0.332
H55 -5.359 -3.598 0.876
H56 -4.629 -2.263 1.758
H57 -5.498 0.730 1.105
C28 0.398 3.572 -3.426
C29 -0.496 2.976 -2.353
C30 -1.335 4.049 -1.583
O4 -1.503 2.154 -2.972
H58 1.188 4.206 -2.947
H59 -0.083 4.268 -4.103
H60 0.968 2.799 -3.986
H61 0.073 2.396 -1.642
H62 -0.824 4.553 -0.759
H63 -2.127 3.603 -1.075
H64 -1.778 4.795 -2.238
H65 -2.160 1.872 -2.349
C31 -1.707 -2.359 -3.804
C32 -0.406 -1.586 -3.577
C33 0.780 -2.262 -4.304
O5 -0.544 -0.284 -4.054
H66 -1.725 -3.376 -3.394
H67 -1.854 -2.383 -4.885
H68 -2.524 -1.728 -3.355
H69 -0.141 -1.548 -2.525
H70 1.644 -1.548 -4.413
H71 0.437 -2.629 -5.309
H72 1.111 -3.113 -3.734
H73 -1.003 0.293 -3.418
C34 -3.067 3.225 1.456
O6 -2.169 2.195 1.307
H74 -3.927 3.029 0.819
H75 -3.449 3.174 2.456
H76 -2.685 4.213 1.299
H77 -2.236 1.678 0.447
C35 1.393 2.558 1.484
O7 0.429 2.110 2.490
H78 2.304 2.710 2.025
H79 1.535 1.747 0.738
H80 1.101 3.438 0.883
H81 -0.410 1.915 2.103
C36 -1.013 -0.761 0.135
O8 -1.793 0.217 -0.592
H82 0.044 -0.434 0.106
H83 -1.362 -0.828 1.091
H84 -1.148 -1.730 -0.277
H85 -2.700 -0.044 -0.539

---

4.
Here is the molecule C5H11NO in a non-equilibrium geometry from OMol25. Energies are from ωB97M-V/def2-TZVPD.

The total energy is -8899.491 eV. The calculation puts the HOMO energy at -9.8367 eV. The calculation puts the gap between HOMO and LUMO at 10.74 eV. The SMILES is CCCCNC=O.

Cartesian coordinates (Å):
C1 0.676 -1.103 -1.613
C2 -0.763 -1.040 -1.037
C3 -0.494 -1.138 0.513
C4 -0.772 0.380 1.136
N1 0.226 1.306 0.421
C5 0.677 2.415 1.133
O1 0.193 2.804 2.182
H1 0.889 -1.960 -2.267
H2 1.599 -1.345 -0.921
H3 1.009 -0.201 -2.214
H4 -1.077 0.014 -1.177
H5 -1.530 -1.697 -1.534
H6 0.535 -1.408 0.902
H7 -1.355 -1.741 0.984
H8 -0.643 0.447 2.180
H9 -1.749 0.642 0.652
H10 0.998 0.874 -0.017
H11 1.582 2.750 0.677